# 1
A molecular structure, C22H22BF2MnN2O5Si. Source: the OMol25 dataset; level of theory: ωB97M-V/def2-TZVPD.

As for the net charge: -1. Its HOMO energy (alpha / beta) is -0.0987 / -0.1836 hartree. As for the total energy: -3002.47998 a.u. As for the spin multiplicity: 6. As for the expectation value of S²: 8.872. The largest force on an atom is 2.2 eV Å⁻¹.

Atoms and positions in Å:
Mn  0.029  -0.357  0.351
C  4.377  1.193  2.136
Si  2.526  0.698  2.015
C  1.651  1.626  3.449
C  2.500  -1.193  2.278
N  1.650  0.879  0.516
C  1.840  1.848  -0.417
C  2.881  2.790  -0.389
C  3.085  3.688  -1.413
C  2.240  3.724  -2.508
C  1.144  2.875  -2.539
C  0.944  1.968  -1.516
O  -0.203  1.186  -1.422
C  -0.997  1.022  -2.532
C  -0.473  0.577  -3.741
C  -1.310  0.429  -4.829
C  -2.661  0.714  -4.713
C  -3.185  1.115  -3.496
C  -2.359  1.270  -2.399
H  4.858  0.620  2.923
H  4.498  2.243  2.379
H  4.914  0.999  1.217
H  2.266  1.676  4.343
H  0.727  1.122  3.707
H  1.390  2.642  3.171
H  2.848  -1.492  3.260
H  3.123  -1.680  1.534
H  1.475  -1.561  2.141
H  3.538  2.803  0.461
H  3.916  4.375  -1.359
H  2.413  4.426  -3.309
H  0.441  2.943  -3.357
H  0.581  0.353  -3.802
H  -0.905  0.089  -5.772
H  -3.307  0.623  -5.572
H  -4.241  1.316  -3.402
H  -2.750  1.579  -1.439
O  -1.569  -1.261  -0.169
C  -2.721  -1.250  0.427
C  -3.084  -0.529  1.571
C  -4.424  -0.524  2.035
C  -4.805  0.267  3.113
C  -3.855  1.053  3.781
C  -2.546  1.055  3.370
C  -2.108  0.284  2.266
O  -0.885  0.327  1.888
N  -6.147  0.311  3.529
O  -6.467  1.061  4.469
O  -6.973  -0.401  2.932
H  -3.499  -1.845  -0.063
H  -5.173  -1.108  1.525
H  -4.174  1.665  4.614
H  -1.815  1.673  3.873
F  1.001  -3.122  -0.116
B  1.053  -1.866  -0.626
F  1.754  -1.967  -1.778

Atomic partial charges in e from the Löwdin method, atoms 1 to 2: Mn 0.92; C -0.19

# 2
A molecular structure, C22H22BaCl5N6O6S2. Source: the OMol25 dataset; level of theory: ωB97M-V/def2-TZVPD.

As for the net charge: -1. Its HOMO energy is -0.1875 hartree. For the energy relative to the best compared isomer or geometry (same formula, charge and spin), the calculation gives 0.0 kcal per mole. As for the total energy: -4754.63998 a.u. The largest force on an atom is 2.3 eV Å⁻¹.

Atoms and positions in Å:
Ba  0.419  0.872  -0.643
Cl  2.932  3.148  -3.805
C  1.257  3.795  -3.801
C  0.450  3.303  -2.819
C  -0.750  3.988  -2.695
Cl  -1.767  3.709  -1.275
C  -1.153  4.993  -3.543
Cl  -2.688  5.865  -3.284
C  -0.328  5.333  -4.632
Cl  -0.793  6.539  -5.779
C  0.947  4.784  -4.709
Cl  2.087  5.412  -5.885
N  -1.841  0.875  1.272
C  -1.793  -0.255  2.237
C  -3.137  -0.309  3.035
C  -3.267  -1.181  4.343
C  -3.235  -2.710  4.157
N  -1.882  -3.145  3.780
C  -1.480  -3.596  2.556
N  -2.326  -4.068  1.614
N  -0.160  -3.605  2.293
C  -0.434  -0.151  3.024
O  -0.140  -1.181  3.723
O  0.264  0.874  2.835
H  -2.034  1.723  1.783
H  -2.643  0.728  0.667
H  -1.669  -1.154  1.644
H  -3.864  -0.642  2.275
H  -3.466  0.688  3.308
H  -4.233  -0.935  4.811
H  -2.492  -0.858  5.036
H  -3.994  -3.010  3.427
H  -3.509  -3.205  5.095
H  -1.170  -2.444  4.085
H  -3.277  -3.734  1.648
H  -2.033  -4.038  0.632
H  0.324  -2.926  2.883
H  0.043  -3.566  1.303
C  0.561  -0.962  -3.883
C  1.954  -0.839  -3.410
N  2.351  -0.352  -2.291
C  3.742  -0.399  -2.122
C  4.404  -0.972  -3.211
S  3.278  -1.396  -4.384
C  4.293  0.119  -0.887
C  5.586  0.074  -0.467
S  5.686  0.811  1.091
C  3.959  1.187  1.033
N  3.413  0.784  -0.074
C  3.258  1.964  2.072
H  -0.079  -1.403  -3.145
H  0.506  -1.548  -4.790
H  0.156  0.043  -4.080
H  5.452  -0.998  -3.409
H  6.417  -0.462  -0.904
H  3.584  1.645  3.078
H  2.185  1.740  2.070
H  3.412  3.049  1.907
O  -1.331  -3.617  -1.026
C  -1.265  -2.399  -0.768
O  -0.194  -1.760  -0.493
C  -2.554  -1.590  -0.819
O  -3.442  -2.026  -0.068
O  -2.495  -0.609  -1.616

Atomic partial charges in e from the Löwdin method, atoms 1 to 2: Ba 1.72; Cl 0.56

# 3
A molecular structure, C22H22BrCl4IrN4O4S. Source: the OMol25 dataset; level of theory: ωB97M-V/def2-TZVPD.

As for the net charge: +1. Its HOMO energy (alpha / beta) is -0.3863 / -0.3949 hartree. For the energy relative to the best compared isomer or geometry (same formula, charge and spin), the calculation gives 36.3 kcal per mole. As for the total energy: -6288.67914 a.u. As for the spin multiplicity: 2. As for the expectation value of S²: 0.769. The largest force on an atom is 2.2 eV Å⁻¹.

Atoms and positions in Å:
Ir  -1.706  1.045  0.626
N  -2.922  -0.574  1.060
C  -3.440  -1.187  -0.185
C  -2.241  -1.308  -1.097
N  -1.427  -0.051  -1.079
C  -1.676  0.834  -2.250
C  -2.962  1.601  -2.024
N  -2.864  2.222  -0.683
H  -3.644  -0.299  1.722
H  -2.304  -1.227  1.548
H  -3.912  -2.155  -0.013
H  -4.188  -0.514  -0.599
H  -1.571  -2.097  -0.742
H  -2.534  -1.544  -2.120
H  -0.436  -0.394  -1.135
H  -0.827  1.517  -2.321
H  -1.725  0.250  -3.171
H  -3.104  2.354  -2.800
H  -3.822  0.935  -2.051
H  -2.247  3.041  -0.719
H  -3.753  2.579  -0.347
Cl  0.409  1.109  7.244
C  0.157  0.731  5.597
C  1.076  -0.147  4.932
Cl  2.376  -0.814  5.810
C  0.922  -0.455  3.599
Cl  1.968  -1.535  2.776
C  -0.130  0.132  2.870
O  -0.338  -0.097  1.615
C  -1.079  1.000  3.531
O  -2.052  1.447  2.863
C  -0.894  1.282  4.920
Cl  -2.005  2.351  5.655
Br  2.033  3.113  3.938
C  2.389  2.393  2.225
C  3.585  1.708  2.062
C  3.906  1.162  0.832
C  3.027  1.281  -0.232
C  1.823  1.938  -0.051
C  1.486  2.515  1.172
C  0.238  3.348  1.275
O  0.240  4.435  1.786
O  -0.871  2.873  0.707
H  4.262  1.617  2.900
H  4.847  0.640  0.711
H  3.270  0.854  -1.193
H  1.137  2.051  -0.881
S  1.426  -1.660  -1.494
C  1.558  -2.571  -2.909
N  2.803  -2.940  -3.326
C  3.073  -3.687  -4.425
C  2.061  -4.128  -5.215
C  0.744  -3.787  -4.845
C  0.499  -3.035  -3.731
H  3.567  -2.621  -2.742
H  4.116  -3.894  -4.611
H  2.271  -4.722  -6.090
H  -0.083  -4.131  -5.452
H  -0.510  -2.783  -3.440

Atomic partial charges in e from the Löwdin method, atoms 1 to 2: Ir 1.44; N -0.07